(P)
A molecular structure, CH3N4O. Source: OMol25; level of theory: ωB97M-V with the def2-TZVPD basis set.

```
9
CH3N4O | OMol25 | ωB97M-V with the def2-TZVPD basis set
C -0.36422 0.22174 0.24720
N 0.96114 -1.46150 -0.33283
N -0.09463 -0.97989 0.30456
N 0.73038 0.71408 -1.32350
N -0.87569 1.14370 0.93735
O 1.19430 -0.31868 -1.48485
H 0.79623 -2.42032 -0.69498
H -1.46418 1.01548 1.76885
H -0.88333 2.08540 0.57820
```

As for the charge: +1.

(Q)
A gas-phase ion, CH3N4O (charge +1). Source: OMol25; level of theory: ωB97M-V with the def2-TZVPD basis set.

```
9
CH3N4O | OMol25 | ωB97M-V with the def2-TZVPD basis set
C 0.20700 -0.22833 0.35232
N -0.74460 1.21674 -0.92291
N -0.46714 0.86242 0.27582
N 0.35271 -0.63768 -1.34934
N 0.59318 -1.00170 1.31085
O -0.20111 0.32575 -1.85998
H -1.20612 2.08058 -1.20157
H 0.24413 -0.84509 2.24904
H 1.22195 -1.77268 1.14577
```

As for the SMILES: Nc1n[nH+]on1. As for the charge: +1.

Here are the energies relative to the best structure, in hartree: (P) 0.0191; (Q) 0.0000.

(P)
10 unconnected molecules or ions with the total composition C40H50F30O20. Source: OMol25; level of theory: ωB97M-V with the def2-TZVPD basis set.

```
140
C40H50F30O20 | OMol25 | ωB97M-V with the def2-TZVPD basis set
C 1.97414 -5.47844 3.86696
C 3.47255 -5.66580 3.83838
O 4.11349 -4.51187 3.35675
C 4.53975 -3.49162 4.23387
O 4.49597 -3.57302 5.43539
C 5.23109 -2.29278 3.43627
F 6.38674 -1.91708 3.96251
F 5.52771 -2.53986 2.17430
F 4.41355 -1.22356 3.38885
H 1.66390 -5.16689 2.86957
H 1.76980 -4.77785 4.67661
H 1.48006 -6.43932 4.01083
H 3.69105 -6.42568 3.08809
H 3.87220 -5.95822 4.80940
C 0.00603 1.16351 -5.21151
C 0.82970 1.94272 -4.19135
O 0.58308 3.33193 -4.22489
C -0.01871 3.96634 -3.24454
O -0.47762 3.39790 -2.20674
C 0.05498 5.49450 -3.42920
F 0.78782 5.93215 -2.39052
F 0.55878 5.86693 -4.60815
F -1.20485 5.97283 -3.29432
H -0.99833 1.58701 -5.21013
H 0.05446 0.08231 -5.08203
H 0.36914 1.36739 -6.21882
H 1.90251 1.85006 -4.36046
H 0.58635 1.49716 -3.22680
C 1.96688 4.19826 0.62307
C 1.40328 5.57399 1.04542
O 2.03262 5.83963 2.27581
C 1.82251 6.90322 2.96461
O 1.09082 7.82821 2.56216
C 2.48228 6.91086 4.37704
F 1.58690 6.57312 5.31237
F 3.52315 6.06223 4.42060
F 2.95506 8.10532 4.64155
H 3.04974 4.23402 0.50369
H 1.56567 4.21112 -0.39032
H 1.68658 3.36894 1.27250
H 0.34674 5.51504 1.30687
H 1.57761 6.34056 0.29038
C -1.57841 3.03421 3.07352
C -2.25057 4.45082 3.22900
O -2.14947 5.05335 1.97885
C -2.51157 6.31835 1.80617
O -3.18070 6.90816 2.64365
C -2.11467 7.02312 0.50410
F -3.21358 7.59228 -0.04360
F -1.17610 7.90464 0.81727
F -1.62782 6.11341 -0.30834
H -0.49333 3.00572 2.97406
H -1.99897 2.64122 2.14790
H -1.87810 2.34588 3.86376
H -1.80967 4.98250 4.07222
H -3.30743 4.25671 3.41194
C 2.15769 -8.58729 0.60773
C 3.08523 -7.48648 0.01012
O 2.42080 -6.20157 0.13205
C 2.93316 -5.05345 -0.32519
O 4.01813 -4.90540 -0.95539
C 2.04354 -3.87035 0.09962
F 2.18143 -2.91412 -0.82848
F 0.75236 -4.14845 0.32798
F 2.51444 -3.33864 1.21597
H 2.74561 -9.47821 0.82843
H 1.31371 -8.83101 -0.03756
H 1.77456 -8.31059 1.58995
H 3.36541 -7.66258 -1.02843
H 4.09314 -7.46577 0.42461
C -3.71953 1.41433 -2.61113
C -3.86077 1.12026 -4.09677
O -5.25823 1.06088 -4.41759
C -5.65622 1.05008 -5.78301
O -4.87505 1.22837 -6.69273
C -7.19087 0.99196 -6.02719
F -7.99290 1.13924 -4.93758
F -7.48569 1.82927 -7.02288
F -7.41676 -0.22007 -6.55356
H -2.66831 1.43388 -2.32365
H -4.16862 0.57228 -2.08447
H -4.22024 2.36164 -2.41112
H -3.53021 0.10858 -4.33201
H -3.34218 1.87698 -4.68545
C 8.91567 0.80371 1.52296
C 7.75070 0.35856 2.51943
O 6.56560 1.13629 2.37065
C 6.04972 1.91799 3.38620
O 6.54480 2.02402 4.48648
C 4.82401 2.74560 3.00055
F 5.07988 4.06186 3.20823
F 4.47022 2.65386 1.72178
F 3.78251 2.52165 3.77589
H 8.73079 0.79815 0.44876
H 9.74434 0.10211 1.61870
H 9.28378 1.81947 1.66728
H 8.17376 0.27191 3.52023
H 7.51933 -0.66514 2.22516
C -5.05623 -4.00388 -3.32649
C -4.47880 -2.87087 -4.22314
O -3.05758 -2.89519 -4.27537
C -2.32991 -2.54184 -3.24864
O -2.79835 -2.36058 -2.09175
C -0.87741 -2.36789 -3.55682
F -0.25909 -3.29713 -2.76054
F -0.60349 -2.48537 -4.86693
F -0.45742 -1.16571 -3.07559
H -6.09849 -3.77761 -3.10153
H -4.62657 -4.15624 -2.33641
H -4.99167 -4.93345 -3.89204
H -4.68430 -1.88563 -3.80459
H -4.86706 -3.00788 -5.23239
C -0.98048 -0.71501 0.34305
C -0.17088 0.49259 -0.24283
O 1.13940 0.12406 -0.51958
C 2.18456 0.46829 0.38897
O 2.16888 0.76463 1.55780
C 3.54452 0.21755 -0.30692
F 3.43072 -0.71435 -1.26518
F 3.93794 1.30277 -1.00707
F 4.48085 -0.12812 0.63586
H -0.66820 -1.66225 -0.09663
H -2.04660 -0.70312 0.11649
H -0.82319 -0.70188 1.42156
H -0.15853 1.36098 0.41584
H -0.57231 0.90851 -1.16694
C -6.71987 -5.28408 0.47229
C -7.06609 -4.00257 1.22184
O -5.95480 -3.14693 1.21474
C -5.96822 -1.93776 1.85481
O -6.95605 -1.49188 2.48289
C -4.58547 -1.22827 1.79828
F -4.63591 -0.27816 0.86490
F -4.35970 -0.74923 3.01499
F -3.60466 -2.07582 1.47483
H -5.97546 -5.77183 1.10162
H -6.47513 -5.15239 -0.58168
H -7.58118 -5.95091 0.51222
H -7.43123 -4.22781 2.22386
H -7.87962 -3.51731 0.68259
```

As for the SMILES: CCOC(=O)C(F)(F)F.CCOC(=O)C(F)(F)F.CCOC(=O)C(F)(F)F.CCOC(=O)C(F)(F)F.CCOC(=O)C(F)(F)F.CCOC(=O)C(F)(F)F.CCOC(=O)C(F)(F)F.CCOC(=O)C(F)(F)F.CCOC(=O)C(F)(F)F.CCOC(=O)C(F)(F)F.

(Q)
10 unconnected molecules or ions with the total composition C40H50F30O20. Source: OMol25; level of theory: ωB97M-V with the def2-TZVPD basis set.

```
140
C40H50F30O20 | OMol25 | ωB97M-V with the def2-TZVPD basis set
C 3.02743 1.84066 3.50525
C 3.72295 2.84728 4.41624
O 5.06985 2.42002 4.71259
C 6.02439 2.80533 3.87310
O 5.93581 3.61581 3.01166
C 7.33406 2.03120 4.15336
F 8.34808 2.90612 4.14355
F 7.32733 1.42407 5.32825
F 7.56232 1.15788 3.17806
H 2.94072 0.86911 3.98617
H 3.50543 1.89715 2.53203
H 2.01275 2.22679 3.37955
H 3.18668 3.00903 5.35064
H 3.74461 3.84736 3.97992
C -4.55712 7.14617 -0.65629
C -3.09880 7.02311 -0.18832
O -2.68769 5.67396 -0.25584
C -2.04876 5.18474 -1.30769
O -1.80579 5.81454 -2.29526
C -1.72194 3.69524 -1.08677
F -1.33606 3.48070 0.17443
F -2.75365 2.91453 -1.38868
F -0.67980 3.37525 -1.87068
H -5.05912 6.26493 -0.25550
H -4.58192 7.14213 -1.74356
H -5.06909 8.01863 -0.25690
H -2.97878 7.33996 0.84851
H -2.43716 7.71510 -0.71318
C 0.63388 -3.48708 4.28247
C 1.00327 -2.02289 4.09154
O 2.44683 -1.95355 4.01794
C 3.00118 -1.94050 2.82191
O 2.41253 -1.91090 1.78613
C 4.52467 -1.78372 2.86004
F 5.08786 -2.75126 2.15560
F 4.85681 -0.60874 2.32724
F 5.00247 -1.78007 4.11106
H 0.51644 -4.05127 3.35611
H -0.33883 -3.59720 4.76545
H 1.40934 -3.96799 4.87551
H 0.71002 -1.42090 4.94769
H 0.62558 -1.55374 3.18681
C 4.56448 -8.70223 -0.83502
C 4.17693 -7.45843 -0.04362
O 4.04537 -6.38548 -0.99187
C 3.81919 -5.19182 -0.50579
O 3.61621 -4.87813 0.62737
C 3.77699 -4.06288 -1.56620
F 4.12880 -4.53351 -2.78251
F 2.57718 -3.51327 -1.66035
F 4.66633 -3.11811 -1.24984
H 5.43055 -8.48894 -1.46357
H 3.78787 -8.93354 -1.56481
H 4.77699 -9.51277 -0.14367
H 4.98100 -7.19287 0.64286
H 3.24842 -7.61827 0.50152
C -4.44707 -3.76442 0.00269
C -4.71498 -3.59173 -1.48365
O -5.47098 -4.63270 -2.10835
C -6.77992 -4.57859 -1.92032
O -7.38787 -3.83657 -1.22127
C -7.50043 -5.66043 -2.78479
F -6.64730 -6.38030 -3.49672
F -8.12373 -6.49906 -1.92519
F -8.44149 -5.11652 -3.54577
H -4.15877 -4.80582 0.15162
H -5.35408 -3.55406 0.57175
H -3.67569 -3.10356 0.38963
H -3.75567 -3.57942 -2.00910
H -5.09163 -2.61367 -1.79573
C -10.03632 -0.68891 -2.37924
C -9.28612 -1.88398 -2.98552
O -7.99812 -1.56500 -3.47672
C -7.87217 -1.15154 -4.71477
O -8.75276 -0.98316 -5.50529
C -6.41634 -0.92053 -5.13049
F -6.16147 -1.63614 -6.23296
F -6.17988 0.36529 -5.33869
F -5.58807 -1.38690 -4.18055
H -11.03310 -1.04285 -2.12093
H -10.10390 0.11979 -3.10267
H -9.50873 -0.39772 -1.47182
H -9.91917 -2.28676 -3.78211
H -9.24989 -2.72213 -2.29453
C 6.69119 0.16625 -5.44765
C 6.17578 -0.92415 -4.51151
O 4.80463 -1.19630 -4.72499
C 3.89173 -0.48359 -4.09627
O 4.09935 0.44399 -3.38207
C 2.45403 -0.92701 -4.42379
F 2.39981 -1.96330 -5.25662
F 1.82480 -1.18622 -3.27047
F 1.80428 0.09339 -5.01657
H 7.75571 0.25637 -5.24184
H 6.07257 1.05057 -5.31424
H 6.56011 -0.17860 -6.47538
H 6.41992 -0.61637 -3.49014
H 6.74926 -1.84451 -4.62284
C -4.85637 2.55822 5.25116
C -3.35238 2.70238 5.32093
O -2.70412 1.74811 4.46673
C -2.35425 2.08898 3.25729
O -2.59869 3.12407 2.71416
C -1.53292 1.03989 2.49515
F -1.16759 0.00988 3.28317
F -2.17957 0.55549 1.44035
F -0.40070 1.60511 2.05784
H -5.38273 3.00297 6.09743
H -5.20049 1.51986 5.26975
H -5.31539 2.96806 4.34994
H -3.02997 2.43470 6.32245
H -3.10009 3.72256 5.04142
C 1.54013 0.54653 -0.01526
C 0.56119 -0.63445 -0.10216
O -0.55652 -0.25710 -0.89648
C -1.49475 -1.12990 -1.13929
O -1.57246 -2.23553 -0.68040
C -2.58812 -0.55236 -2.06841
F -2.19938 0.56361 -2.68988
F -2.96844 -1.44615 -2.97806
F -3.67098 -0.21999 -1.33436
H 2.23490 0.43976 0.81155
H 1.04384 1.51467 -0.01148
H 2.11187 0.48993 -0.94132
H 0.31703 -0.98865 0.90026
H 1.05507 -1.49144 -0.56177
C 5.14532 6.50872 2.04319
C 4.25104 6.46634 0.81802
O 4.49312 5.28160 0.04975
C 3.95355 4.14796 0.39752
O 3.08695 3.99380 1.21534
C 4.41028 2.93781 -0.42890
F 5.42232 3.22918 -1.25412
F 4.83507 1.99207 0.42779
F 3.43042 2.41910 -1.15829
H 6.18469 6.51210 1.71065
H 5.03217 5.59518 2.62877
H 4.97385 7.35962 2.69847
H 4.49173 7.32352 0.19448
H 3.18875 6.49390 1.05788
```

As for the SMILES: CCOC(=O)C(F)(F)F.CCOC(=O)C(F)(F)F.CCOC(=O)C(F)(F)F.CCOC(=O)C(F)(F)F.CCOC(=O)C(F)(F)F.CCOC(=O)C(F)(F)F.CCOC(=O)C(F)(F)F.CCOC(=O)C(F)(F)F.CCOC(=O)C(F)(F)F.CCOC(=O)C(F)(F)F.

Here are the energies relative to the best structure, in hartree: (P) 0.1398; (Q) 0.0000.